C24H29AgN6O2S2 as an isolated structure. Source: OMol25; level of theory: ωB97M-V with the def2-TZVPD basis set.

```
64
Properties=species:S:1:pos:R:3:forces:R:3:mulliken_charge:R:1
Ag 0.038 0.010 0.503 -0.1 0.1 -0.1 0.781
C 0.893 -4.727 -0.436 -0.1 -0.1 0.1 -1.688
C 0.751 -3.234 -0.402 0.2 0.2 -0.4 0.397
N 0.043 -2.605 0.448 0.0 -0.1 0.1 0.489
N -0.658 -3.320 1.367 0.0 0.3 0.0 -0.340
C -1.300 -2.690 2.393 0.0 -0.3 0.0 0.156
N -2.074 -3.541 3.123 0.0 0.1 0.0 -0.440
S -1.139 -1.096 2.809 0.0 0.1 -0.2 -0.280
C 1.424 -2.376 -1.443 -0.1 -0.3 0.2 0.779
C 2.502 -2.825 -2.194 0.0 0.1 -0.1 -0.671
C 3.061 -1.957 -3.125 0.0 -0.1 0.0 -0.421
C 2.530 -0.692 -3.278 0.0 0.1 0.0 -0.947
C 1.452 -0.327 -2.478 0.1 0.0 0.0 -0.316
N 0.920 -1.154 -1.593 -0.1 0.1 0.1 -0.109
H 1.039 -5.133 0.568 0.0 0.0 0.0 0.414
H 1.732 -5.049 -1.042 0.0 0.0 0.0 0.306
H -0.002 -5.186 -0.865 0.0 0.0 0.0 0.373
H -0.792 -4.313 1.237 0.0 0.0 0.0 0.317
H -2.443 -4.380 2.706 0.0 0.0 0.0 0.195
H -2.638 -3.104 3.831 0.0 0.0 0.0 0.252
H 2.925 -3.808 -2.060 0.0 0.0 0.0 0.188
H 3.910 -2.275 -3.718 0.0 0.0 0.0 0.417
H 2.938 0.012 -3.990 0.0 0.0 0.0 0.405
H 1.001 0.658 -2.523 0.0 0.0 0.0 0.652
C 1.613 1.783 4.220 0.0 0.1 0.0 -0.486
N 2.759 1.101 3.623 -0.1 0.0 -0.1 0.058
C 3.864 0.737 4.495 0.0 0.0 0.0 -0.953
C 2.495 0.311 2.586 0.1 0.2 -0.1 0.476
N 2.258 -0.297 1.634 0.2 -0.3 0.0 -0.500
H 1.968 2.686 4.715 0.0 0.0 0.0 0.387
H 1.096 1.149 4.947 0.0 0.0 0.0 0.293
H 0.918 2.071 3.432 0.0 0.0 0.0 -0.197
H 4.223 1.638 4.992 0.0 0.0 0.0 0.287
H 4.673 0.324 3.897 0.0 0.0 0.0 0.361
H 3.567 0.006 5.253 0.0 0.0 0.0 0.329
C 1.703 2.761 -0.902 0.2 0.0 -0.1 -1.180
O 0.725 2.115 -0.198 -0.1 -0.2 0.2 -0.106
H 2.248 3.520 -0.305 0.0 0.0 0.0 0.205
H 1.300 3.309 -1.783 0.0 0.0 0.0 0.263
H 2.488 2.088 -1.300 0.0 0.0 0.0 0.289
O -1.657 1.116 -0.945 -0.1 0.4 0.0 -0.639
S -1.459 2.615 -0.851 0.1 -0.6 -0.1 0.271
C -3.152 3.195 -1.165 0.0 0.2 0.0 0.294
C -3.366 4.567 -1.213 -0.1 0.0 0.0 -0.340
C -4.626 5.064 -1.499 0.0 0.0 0.0 -0.698
C -5.674 4.184 -1.753 0.0 0.0 0.0 -0.393
C -5.450 2.816 -1.717 0.0 -0.1 0.0 -0.618
C -4.186 2.315 -1.425 0.0 0.0 0.0 -0.200
C -1.509 3.037 0.890 0.0 0.0 0.0 0.639
C -0.797 4.135 1.343 0.0 0.0 0.1 -0.404
C -0.834 4.452 2.692 0.0 0.0 0.0 -0.642
C -1.551 3.652 3.577 0.0 0.0 0.0 -0.598
C -2.233 2.537 3.112 0.0 0.0 0.0 -0.620
C -2.222 2.229 1.757 0.0 0.0 0.1 -0.608
H -2.545 5.250 -1.018 0.0 0.0 0.0 0.358
H -4.792 6.133 -1.530 0.0 0.0 0.0 0.379
H -6.659 4.566 -1.984 0.0 0.0 0.0 0.371
H -6.263 2.131 -1.922 0.0 0.0 0.0 0.375
H -3.984 1.253 -1.399 0.0 0.0 0.0 0.405
H -0.194 4.707 0.650 0.0 0.0 0.0 0.404
H -0.286 5.311 3.059 0.0 0.0 0.0 0.388
H -1.573 3.899 4.632 0.0 0.0 0.0 0.414
H -2.779 1.905 3.802 0.0 0.0 0.0 0.415
H -2.742 1.361 1.370 0.0 0.0 0.0 0.605
```
Positions in Å, forces in eV/Å.

The net charge is 0. The energy above the lowest of the compared OMol25 structures with the same formula, charge and spin is 0.0 kcal per mole. As for the gap between HOMO and LUMO: 6.85 eV.